The following is a quantum chemistry calculation of 9 unconnected molecules or ions with the total composition C60H144F6N6O15P3S6 in a non-equilibrium geometry, from the OMol25 dataset.

```
240
Properties=species:S:1:pos:R:3:forces:R:3
H 0.94030 -6.49562 -7.58488 0.15 0.82 0.05
H -2.10381 -4.19305 3.88673 -0.29 0.30 0.79
H -0.86682 3.22229 -6.10469 -0.03 0.01 -0.07
H 1.89417 -4.46034 -1.73596 0.10 -0.05 0.69
C -5.30530 8.69776 -2.71856 0.61 0.84 0.24
H -2.04464 1.18261 -7.25398 0.31 0.19 0.03
H 0.78592 9.33286 5.49423 0.14 0.37 -0.23
C 2.18446 2.55582 4.35912 -0.80 -0.66 0.18
H -4.58135 5.07090 0.07321 0.38 0.29 0.54
H 5.11889 4.76314 -1.25475 0.01 -0.14 -0.03
H 2.16339 1.70274 -4.31933 0.37 0.28 -0.20
O 1.67075 1.96340 0.77625 0.40 -0.94 -0.99
H 6.49873 -3.52333 -7.15690 0.11 -0.18 0.25
F -8.50030 -7.49237 5.64783 -0.56 -0.35 0.30
C -1.66975 2.65083 -5.63904 -1.04 0.55 0.53
H 3.35168 -1.38815 3.55679 -0.26 -0.20 -0.14
H 5.53714 3.49302 4.93818 0.03 0.15 -0.28
C 5.67217 -0.00445 3.35516 -1.23 1.21 0.00
H 6.15799 -3.47962 -4.52142 -0.06 -0.22 0.02
H 1.67344 2.83814 3.43865 0.39 -0.23 -0.39
C 1.16118 -1.49254 -5.17836 -1.27 1.34 0.38
H -7.07127 3.17704 -5.99568 -0.16 0.23 -0.05
H -0.56802 7.53048 4.71273 0.12 -0.11 -0.67
C -0.89266 -6.85695 2.91907 0.65 -1.92 -0.37
C -2.73789 -3.46012 3.38788 -0.06 -0.76 0.13
C -4.16178 3.63380 1.76507 -1.39 1.62 -0.31
H 1.47882 5.58718 6.00053 0.46 0.13 -0.55
H 8.27992 1.08191 7.66756 -0.23 -0.31 -0.11
H -5.61478 1.18082 -6.49729 0.10 0.79 0.00
H -2.55208 0.70796 -5.64396 0.18 -0.33 0.05
O 3.45418 -0.45796 1.02578 -0.30 1.19 -0.04
H -0.09080 -9.65284 1.83742 0.35 -0.43 0.05
H -2.87813 3.19836 -0.72759 0.26 0.62 -0.28
H 6.11649 -1.79640 4.46406 0.44 0.21 0.06
H 2.89978 -2.15675 5.66968 -0.04 -0.23 0.39
H 0.78623 -5.48742 -2.48450 -0.40 0.09 -0.42
H 7.58002 -2.48054 -6.16491 0.14 -0.38 -0.13
C -4.83848 3.52880 -4.35414 0.10 0.15 0.42
C 1.06338 2.09008 5.32278 -0.62 -0.29 -0.31
H -3.27883 -4.08387 2.67626 -0.51 0.47 -0.28
H -1.62491 -6.22046 3.41584 -0.76 -0.11 -0.80
O -4.59788 -6.71827 3.88485 -0.86 0.24 0.32
O -8.26263 -5.30782 4.80424 1.29 -0.48 -0.05
C 5.30831 4.24438 -0.31501 -0.23 -0.52 -0.53
H -2.47365 -9.75815 1.82529 -0.24 -0.36 0.10
C -1.39887 -7.96587 1.88502 0.13 0.93 0.54
H 3.23109 4.40896 0.39289 0.13 -0.77 -0.31
H 0.69121 0.15842 -3.73946 -0.33 -0.57 0.02
C 5.03855 2.55730 2.04187 -0.48 -0.59 -0.49
O -7.49138 -7.29153 3.51327 1.12 2.19 3.21
H 2.24232 -0.63639 -3.56483 0.28 0.47 0.26
C 0.82840 -5.33934 3.36110 1.68 1.39 -0.99
H -4.22843 8.77018 -2.87088 0.26 -0.74 -0.29
C -1.05899 4.91338 3.99187 0.32 0.19 -1.22
H 1.51185 -1.32857 -6.19730 0.40 -0.59 0.02
H 1.52178 1.61877 6.19217 -0.14 -0.19 0.07
H -6.08078 0.47893 -4.99699 -0.46 -0.24 0.08
H -2.06451 1.47370 2.13019 -0.06 -0.25 0.14
H -0.77924 0.82549 -6.00556 -0.23 -0.86 -0.30
C -2.35844 -1.29999 2.56649 0.69 0.41 -1.20
H 3.63792 4.15366 2.71366 -0.04 -0.35 0.04
H 0.57761 -5.50545 -0.22223 -0.41 -0.12 0.67
H -5.52351 7.56307 -0.82562 0.78 -0.22 -0.09
C 5.90328 1.71190 6.02853 1.26 1.65 1.24
H -6.93896 3.69224 -3.47089 0.40 0.57 -0.14
C -1.52449 2.74200 -4.06088 0.87 -0.15 -1.76
H -6.87299 7.59805 -1.79302 -0.22 0.12 -0.22
C -1.92571 0.88763 1.22170 0.19 -0.83 0.09
H 0.66548 -8.25855 1.28556 0.51 0.32 0.47
H -0.91063 5.61133 3.16788 -1.10 0.33 -0.17
H 0.25515 -4.48923 3.73097 -0.43 -0.06 -0.20
H 3.94359 1.64471 -5.92530 0.13 -0.22 -0.23
C 2.60146 -7.68039 -7.01406 0.22 0.08 0.35
C 4.52133 4.02340 2.08859 0.54 -0.36 -0.47
N -0.18520 -8.80281 1.30017 -0.69 0.94 0.89
H -4.81185 4.32799 -5.09487 -0.13 0.36 0.05
N -6.45500 -6.69595 5.79500 8.21 1.30 1.66
H 4.36896 -2.73506 3.15465 0.62 0.38 -0.22
N -3.37517 -1.99570 -1.48172 6.26 1.01 -4.25
O 3.32226 -1.23652 -1.28483 -0.37 0.56 -0.38
C 5.25967 -1.12915 4.37057 2.02 0.19 -0.46
C -5.56475 6.12567 -2.55847 -0.46 0.86 2.43
H 4.65954 1.80525 1.34987 -0.96 0.69 -0.81
C 4.25665 4.60463 0.70599 -0.20 0.96 0.24
H -8.07851 2.24380 -4.92582 0.15 -0.01 0.26
P -3.68673 4.11329 -2.96954 0.32 -1.93 0.88
H 0.07518 -1.49634 -5.27161 -0.34 -0.10 -0.19
H 2.64816 -5.77462 -5.53169 0.14 0.88 0.30
C 4.22591 -3.21360 -5.53537 1.02 0.35 -0.12
C -1.43255 -5.13153 -0.93057 -0.75 0.22 -0.21
S -5.28280 -5.94096 4.89666 4.13 0.18 2.03
H -0.49399 -3.49066 -3.14308 -0.22 0.81 -0.48
H 1.33661 -6.26410 -4.55305 -0.39 0.32 0.09
H 4.34664 -4.12557 -6.12005 -0.55 -0.15 0.03
S -3.17636 -1.36658 -3.04750 4.36 0.05 -2.35
C 6.77248 2.57025 7.05507 -0.23 -1.44 0.64
H 0.01968 -3.86913 0.01141 0.31 0.09 -0.09
C 0.48281 7.28128 4.86020 -0.14 -1.05 0.52
F -4.14239 -5.97891 6.06475 -0.65 -0.06 -0.23
S 2.66233 -0.84757 -0.09132 -0.85 -5.83 1.26
H 6.10733 3.30349 7.51117 -0.10 -0.10 0.31
H -5.87608 3.43139 -1.24808 0.12 0.10 -0.27
C 1.33844 -6.86159 -6.63849 -0.42 -0.30 -0.64
H -3.73375 6.46663 -3.27884 0.99 -0.18 -0.04
O -5.72704 -2.68976 -2.19220 2.80 1.57 -0.20
H 0.42426 8.24561 6.69631 -0.08 0.32 0.64
H 2.60898 3.49012 4.72648 0.38 -0.16 0.25
H -3.60780 6.01769 -1.56364 -0.08 0.04 0.00
H -1.50565 -5.90797 -1.69208 0.02 -0.28 0.16
C -7.04040 2.43607 -5.19686 1.28 0.25 -0.47
C -6.27415 3.01727 -4.00990 0.51 -0.24 0.82
C 4.16129 -2.00891 3.94058 -2.26 -1.47 0.56
H -2.04318 -4.31586 -1.31774 0.02 0.20 -0.08
H 6.29300 -1.79455 -7.04291 -0.29 0.03 -0.12
C 0.82929 -4.53489 -1.95636 1.30 0.53 -0.36
C 2.09873 0.93820 -5.09354 -1.02 -1.08 0.78
H 1.36040 6.62409 2.88457 -0.97 0.09 0.14
P 4.85131 1.66324 3.52391 0.17 -1.70 1.89
S 1.60708 1.19562 -0.46186 -1.82 9.20 -1.17
H 3.84984 -2.44119 -6.20622 -0.31 -0.02 -0.09
N -1.28435 -1.40652 0.27816 1.23 1.20 2.03
H 1.25478 1.22260 -5.72200 0.37 0.34 -0.57
H 4.21149 5.69076 0.78592 0.29 0.27 0.31
C 0.54034 -3.30993 -2.85049 -0.18 -0.69 -0.43
H -2.61944 3.10014 -5.92939 0.09 0.61 0.04
C -1.77278 1.22968 -6.19948 0.57 0.50 0.92
C 5.86147 2.47733 4.71172 0.29 -0.05 0.93
C 0.91635 -4.32694 -5.64680 -0.03 -1.50 0.06
H 7.50744 3.19226 6.54415 0.22 -0.33 -0.23
H 6.76830 0.99083 8.64216 0.13 0.05 0.03
C 6.55193 -2.68218 -6.46571 0.44 0.63 -0.61
H -0.40762 -1.08594 -0.10744 0.34 0.54 -0.73
C -0.03107 1.18295 4.64089 0.16 0.71 0.18
H 5.36748 -0.16548 2.32108 0.13 -1.02 -0.05
P 1.49820 -3.08624 -4.46253 0.81 -1.24 0.29
H 0.62261 -2.40947 -2.24179 -0.03 0.17 -0.22
H 6.86455 2.48838 4.28533 0.08 0.31 -0.14
H 2.44890 7.13565 4.01340 0.17 0.20 0.54
H 5.25653 3.16968 -0.48944 0.05 -0.03 -0.36
H 1.90734 8.15034 5.97029 0.64 0.74 0.48
O 2.52255 1.60600 -1.52061 -0.42 -1.74 1.62
H 3.33538 -7.16235 -7.63139 -0.21 0.48 -0.04
C -4.08514 5.77510 -2.51306 -0.48 0.95 -1.00
H -4.54208 2.66258 2.08161 0.38 -0.16 -0.26
C -6.43391 1.15139 -5.77878 -0.64 -0.15 -0.06
H -1.32101 4.37008 -2.57422 -0.19 -0.53 0.48
H -5.79901 8.80568 -3.68433 -0.01 -0.42 -0.04
H -0.48733 -7.42543 3.75612 -0.04 -0.47 0.30
H -0.19435 5.72844 6.28222 -0.29 0.47 0.38
N 1.10244 -0.20960 -0.25484 3.90 -3.43 0.04
H -0.45611 2.68316 -3.85305 0.04 -0.73 0.15
C -1.91201 4.07478 -3.44117 -1.19 0.59 -0.37
H 3.67383 -2.67747 -3.53564 -0.05 0.01 0.27
H 5.74805 -1.81192 -4.74490 -0.28 0.10 0.20
H -5.41808 9.68317 -2.26651 -0.70 -0.13 0.52
H -3.34262 -1.37736 2.10442 -0.33 0.19 0.03
H -0.40373 -0.45671 1.96063 -0.02 -0.28 0.03
H -0.89731 0.90792 5.24263 0.34 0.13 0.73
H -3.38318 -8.49569 2.57743 0.12 0.13 0.67
C 7.48518 1.64939 8.15176 -0.33 1.32 -1.32
H -0.50973 1.78167 3.86596 0.30 -0.04 -0.46
C 3.55746 -2.84423 5.13777 -0.15 0.69 -0.71
H 8.02253 2.26623 8.87207 -0.35 0.03 0.19
C -1.41925 -0.53551 1.57254 -1.13 -0.34 -0.07
C 0.54808 5.83803 5.49171 -1.35 0.52 0.77
H 4.01912 0.08356 -5.07597 0.37 0.32 0.39
H -3.40488 -2.86833 4.01478 -0.13 -0.74 0.35
C -3.71582 3.00052 -1.39634 -1.16 0.62 -0.70
H -7.28125 0.75884 -6.34093 0.29 -0.79 0.06
H 5.31456 4.61095 2.55084 0.11 -0.01 0.13
H -1.73972 -7.61829 0.90978 -0.65 0.79 0.57
F -4.97528 -2.44176 0.02170 0.51 0.21 -0.10
H -5.39141 2.18022 -0.24016 0.31 -0.17 0.21
H -4.40477 4.30837 2.58605 0.15 0.03 0.27
H -4.33533 2.70516 -4.86065 0.17 -0.19 0.26
C -4.99100 4.17533 0.54038 0.77 -0.83 -0.22
H -3.52578 1.97918 -1.72627 -0.40 -0.12 -0.28
F 0.22057 1.69831 -1.10487 -0.19 0.20 0.00
F -1.59719 -0.94565 -2.77521 -0.34 -0.60 0.09
C 1.42482 7.34196 3.70225 0.65 0.84 -0.71
C 3.32742 -3.38201 -4.29176 -0.58 0.47 0.24
H -6.01080 4.46310 0.79590 0.04 -0.27 0.44
C 1.55852 -5.78160 -5.50491 0.59 -0.30 -1.28
H -6.00127 6.16862 -3.55632 0.21 -0.34 0.01
C -5.05227 3.15530 -0.58989 -0.17 -0.49 -0.66
H 3.17433 -8.00974 -6.14721 -0.17 -0.06 0.29
S -7.52497 -6.55236 4.83344 -11.61 -2.09 -7.35
O -3.66253 -0.03452 -3.32635 -0.40 -1.67 0.23
H -1.88050 5.15426 4.66655 0.20 0.26 0.23
H 2.37001 -8.58332 -7.57908 -0.34 0.06 0.08
H 1.35361 -5.76537 4.21593 -0.53 -1.07 0.05
H 2.95181 -3.67409 4.77360 -0.14 0.15 -0.18
F 2.07193 -2.29396 0.46793 0.21 1.14 -0.54
H -6.06012 2.23458 -3.28211 -0.35 -0.43 0.03
C 5.70986 -2.78589 -5.23278 -1.13 -0.28 0.73
H 0.54661 -7.57450 -6.40856 0.02 0.00 0.66
H 4.24646 -3.30931 5.84281 0.40 0.37 -0.15
O 0.19192 -6.13097 2.39567 -0.88 -0.74 -0.10
H 6.34202 4.45548 -0.04116 -0.09 0.26 0.36
H -6.11113 5.45289 -1.89746 -0.30 -0.30 -0.47
H 4.87751 1.68327 6.39604 0.15 -0.55 0.33
H -1.73154 4.94771 -4.06847 -0.09 -0.18 -0.69
O 0.23508 4.86209 4.54777 1.05 -0.24 0.46
H -2.06495 1.88214 -3.66511 0.14 0.08 0.47
H 0.30191 0.23557 4.21698 0.43 0.14 -0.11
C -2.38842 -8.93972 2.54015 0.80 0.07 -1.48
H 3.48672 0.06849 -6.65431 -0.62 0.39 -0.39
O -5.40583 -0.47406 -1.21500 2.03 -1.02 -0.79
H 5.10846 -0.79233 5.39614 -0.23 0.41 -0.21
H -3.08179 3.70870 1.63809 -0.02 -0.45 -0.25
H 6.09846 2.41026 1.83435 0.38 0.71 0.08
H 1.03633 -3.85814 -6.62349 0.49 -0.31 -0.23
H -1.94053 -5.42537 -0.01203 0.05 -0.24 -0.01
C -5.78993 7.51273 -1.88136 -1.01 0.27 -0.92
H -1.28148 3.95374 3.52531 0.18 -0.10 0.25
H -1.20291 1.44152 0.62265 -0.10 -0.19 -0.12
C -0.01701 -4.71328 -0.67719 1.21 -0.16 -0.68
H -0.16722 -4.41992 -5.57377 -0.17 0.07 0.29
H -2.88858 0.82476 0.71471 -0.06 0.07 -0.10
H 3.35663 -4.38064 -3.85588 0.33 -0.06 0.02
O -5.39287 -4.52457 4.67291 -0.55 -0.88 -0.11
N 0.93639 8.39544 5.83878 -0.31 -2.40 -0.36
H 6.72963 0.25694 3.31573 0.13 -0.28 0.26
H 1.63457 -4.98256 2.72009 0.28 0.79 0.46
C 3.43442 0.69460 -5.76361 0.32 -0.26 0.44
O -1.83795 -2.57716 2.77433 1.32 0.51 -1.01
H -1.03340 -2.35503 0.51787 -0.82 -0.66 0.44
H -1.97153 -9.33937 3.46459 -0.44 0.24 0.21
H 6.37439 0.73135 5.96022 -0.32 0.03 -0.17
C 1.52497 -0.26725 -4.29780 0.85 -0.12 -0.15
C 3.19226 1.39360 4.21696 -0.51 0.21 -0.43
H 0.56762 2.99574 5.67221 -0.09 -0.30 0.12
H -0.38645 -8.99475 0.32922 -0.23 -0.53 -0.20
H 1.40129 8.36636 3.33057 0.17 -0.10 -0.57
H -2.41645 -0.75884 3.51089 -0.10 0.28 0.06
H -2.00727 -1.33698 -0.42372 -0.93 -0.22 -0.15
H 2.74350 0.54914 3.69389 -0.11 0.27 -0.63
S -4.81551 -1.79513 -1.46320 -14.43 -0.91 5.22
O -3.06482 -2.38768 -4.07984 -0.55 1.75 1.96
H 3.28683 0.93148 5.19961 0.65 0.24 0.21
```
Forces are in eV/Å.

Values from the calculation:
multiplicity	1
total charge	+3
molecular weight	1589.151	g/mol
orbital gap	0.1941	Eh
E_LUMO	-6.4	eV
largest force on an atom	15.37	eV/A

Mulliken population analysis, charges in e, atoms 1 to 4:
1 H 0.374
2 H 0.187
3 H 0.518
4 H 0.585